This record from OMol25 describes C21H48BaClN3O9 as an isolated structure in a non-equilibrium geometry. The level of theory is ωB97M-V/def2-TZVPD.

XYZ file:
```
83
Properties=species:S:1:pos:R:3:mulliken_charge:R:1
Ba 0.244 1.078 -0.069 0.197
Cl 2.478 3.516 2.596 1.768
O 1.860 2.997 1.443 -0.529
O 1.765 3.198 3.809 -0.691
O 3.883 3.098 2.614 -0.708
O 2.430 4.943 2.505 -0.736
C -1.661 -3.530 -2.569 -1.615
C -1.444 -2.895 -1.123 1.483
C -1.937 -3.807 0.042 -0.969
C -0.976 -5.009 0.249 -0.957
C 0.401 -4.471 0.584 -1.212
C 1.031 -3.462 -0.455 1.419
N -0.050 -2.388 -0.779 1.281
O 0.446 -1.404 -1.696 -0.952
C 1.612 -4.247 -1.632 -1.940
C 2.229 -2.869 0.327 -1.021
C -2.335 -1.671 -0.896 -0.997
H -2.589 -4.096 -2.648 0.400
H -0.873 -4.263 -2.741 0.287
H -1.688 -2.805 -3.382 0.253
H -2.899 -4.280 -0.157 0.549
H -1.991 -3.311 1.011 0.154
H -0.991 -5.573 -0.684 0.311
H -1.299 -5.729 1.001 0.460
H 1.115 -5.291 0.669 0.479
H 0.412 -4.034 1.582 0.359
H 1.731 -3.610 -2.508 0.284
H 0.916 -5.035 -1.922 0.380
H 2.556 -4.721 -1.362 0.495
H 2.757 -2.068 -0.191 -0.103
H 2.915 -3.656 0.639 0.496
H 1.867 -2.357 1.219 -0.139
H -3.407 -1.846 -0.987 0.474
H -2.200 -0.863 -1.615 -0.173
H -2.063 -1.254 0.074 -0.103
C 3.551 0.912 -1.636 -0.972
O 2.248 1.418 -1.655 0.141
C 2.338 2.657 -2.368 -0.826
C 0.915 3.006 -2.933 -0.754
N -0.062 3.356 -1.863 -0.059
C -1.365 3.282 -2.467 -1.125
C -1.983 1.890 -2.447 -0.479
O -2.345 1.500 -1.080 0.464
C -3.723 1.672 -0.702 -1.278
H 3.521 -0.141 -1.356 -0.030
H 4.220 1.423 -0.945 0.404
H 4.027 0.853 -2.614 0.376
H 3.043 2.750 -3.194 0.478
H 2.645 3.366 -1.599 0.372
H 0.517 2.148 -3.476 0.177
H 1.160 3.857 -3.569 0.477
H 0.097 4.349 -1.769 0.242
H -1.416 3.655 -3.490 0.426
H -2.027 3.930 -1.892 0.434
H -1.375 1.089 -2.868 0.295
H -2.916 1.981 -3.003 0.529
H -4.376 1.155 -1.404 0.389
H -3.910 2.746 -0.718 0.384
H -4.023 1.226 0.247 0.249
C -1.552 4.354 0.979 -1.065
O -1.207 2.992 1.282 0.787
C -2.013 2.512 2.381 -0.885
C -1.266 1.348 3.070 -0.620
N -1.146 0.189 2.155 -0.168
C -0.276 -0.850 2.785 -0.202
C 1.163 -0.372 3.107 -1.144
O 1.763 -0.006 1.862 1.148
C 3.178 -0.177 1.888 -1.224
H -0.953 4.716 0.144 0.063
H -1.507 5.037 1.828 0.382
H -2.596 4.338 0.664 0.357
H -3.004 2.282 1.989 0.298
H -2.180 3.303 3.113 0.547
H -1.839 1.037 3.944 0.393
H -0.319 1.715 3.466 0.157
H -1.962 -0.393 2.281 0.302
H -0.313 -1.729 2.142 -0.471
H -0.723 -1.196 3.717 0.535
H 1.613 -1.278 3.513 0.465
H 1.339 0.355 3.899 0.514
H 3.506 -1.166 2.205 0.398
H 3.746 0.491 2.536 0.301
H 3.541 0.133 0.908 0.131
```

- Multiplicity: 1
- HOMO energy: -5.84 eV
- E: -2155.69218 hartree
- Energy relative to the best compared isomer or geometry (same formula, charge and spin): 156.2 kJ/mol
- Gap between HOMO and LUMO: 5.69 eV